Formula: C6H14N6O2
Source: the OMol25 dataset
Level of theory: ωB97M-V/def2-TZVPD

```
28
Properties=species:S:1:pos:R:3
N 0.5940 2.6939 1.5096
C 0.2162 1.2121 1.1923
O 0.5580 0.3247 2.1399
C 1.3109 0.8421 0.0533
C 1.4157 -0.5865 -0.5112
C 0.2298 -1.0389 -1.4539
N 0.3359 -2.5948 -1.7515
O 0.1060 -0.2300 -2.5230
C -1.0739 -1.0817 -0.4929
N -1.7400 -2.1989 -0.4615
N -2.7518 -2.0039 0.4285
N -2.6882 -0.8542 0.9017
N -1.6564 -0.1924 0.3451
C -1.2776 1.1808 0.8567
H -0.0381 3.3455 2.0525
H 0.6567 3.2079 0.6290
H 1.5813 2.8137 1.7110
H 0.0820 0.4710 3.0284
H 2.1929 0.9876 0.6620
H 1.3399 1.5864 -0.7341
H 2.3722 -0.5326 -0.9889
H 1.5392 -1.2580 0.3330
H 0.2140 -2.6722 -2.8216
H -0.5443 -2.9638 -1.2575
H 1.3042 -3.1538 -1.5296
H -0.5998 -0.6292 -3.0331
H -2.0804 1.3870 1.6466
H -1.5985 1.9382 0.0692
```

Values from the calculation:
2S+1: 1
Energy above the lowest of the compared OMol25 structures with the same formula, charge and spin: 0.000 eV
Charge: +2
Gap between HOMO and LUMO: 11.18 eV

Just the Mulliken charges please, in e? Sure, here they are: N -0.3155; C 0.8993; O -0.4962; C -1.4514; C -1.4969; C 0.6854; N -0.2908; O -0.4792; C -0.0620; N -0.1165; N -0.6219; N -0.2886; N 0.6576; C -1.0738; H 0.3797; H 0.3892; H 0.3719; H 0.4349; H 0.6752; H 0.6497; H 0.4119; H 0.5652; H 0.4111; H 0.4217; H 0.4011; H 0.5125; H 0.4203; H 0.4062

---

Formula: C6H14N7O17Pb
Source: the OMol25 dataset
Level of theory: ωB97M-V/def2-TZVPD

```
45
Properties=species:S:1:pos:R:3
Pb -20.7183 -2.0229 2.3222
N -17.2465 -2.0560 0.9685
O -16.1907 -2.5124 1.4352
O -18.3181 -2.4508 1.3261
O -17.2746 -0.9691 0.2885
N -24.0133 -3.4691 3.2998
O -23.1884 -2.9161 2.4783
O -23.8962 -3.2630 4.5276
O -24.9872 -4.1487 2.8854
N -21.3813 -5.0205 0.6248
O -20.6821 -4.4770 1.4749
O -22.3887 -4.4085 0.2910
O -21.0562 -6.1187 0.1889
N -20.2119 -2.9128 5.4978
O -20.3922 -3.4928 6.5433
O -20.2030 -1.7025 5.3144
O -20.0594 -3.6202 4.4899
N -22.0080 -0.8839 -0.9209
O -23.0971 -1.4436 -0.8054
O -21.7787 0.1365 -1.6090
O -21.1010 -1.4024 -0.1175
C -19.0333 1.7201 4.6524
C -18.6750 0.8443 3.4405
O -19.5472 0.2441 2.9539
N -17.4794 0.5431 3.0212
C -16.1790 1.1110 3.2862
H -20.0487 2.1152 4.6226
H -18.4356 2.6311 4.6842
H -18.8998 1.2550 5.6292
H -17.4528 0.0742 2.1271
H -15.3830 0.7208 2.6520
H -15.8991 1.1075 4.3396
H -16.1773 2.1923 3.1489
C -23.9358 1.3053 1.3119
C -23.1788 0.8253 2.5103
O -22.4579 -0.1578 2.4654
N -23.5955 1.3498 3.6331
C -23.3093 0.7740 4.9816
H -24.8641 0.7534 1.1639
H -23.3785 1.0406 0.4133
H -23.9124 2.3944 1.2738
H -24.1870 2.1674 3.5914
H -22.2240 0.6914 5.0408
H -23.7148 -0.2189 5.1760
H -23.6996 1.2644 5.8734
```

Values from the calculation:
2S+1: 2
Expectation value of S²: 0.75
Charge: -4
Gap between HOMO and LUMO (alpha / beta): 2.10 / 6.81 eV

Just the Mulliken charges please, in e? Sure, here they are: Pb 2.4689; N 0.7794; O -0.6921; O -0.4800; O -0.7113; N 0.6775; O -0.3555; O -0.6456; O -0.6757; N 1.0241; O -0.6264; O -0.5716; O -0.7955; N 1.0815; O -0.7661; O -0.5715; O -0.6145; N 0.7132; O -0.5168; O -0.7042; O -0.5481; C -3.3645; C 1.9998; O -0.9147; N 0.7220; C -2.0130; H 0.4142; H 1.3817; H -0.1441; H -0.0087; H 0.1269; H 0.5221; H 0.7171; C -1.5854; C -1.9644; O 1.3748; N 0.3289; C -1.5769; H 0.2396; H 0.1461; H 0.7020; H 0.2863; H -0.0628; H 0.2408; H 0.9626

---

Formula: C6H14NO
Source: the OMol25 dataset
Level of theory: ωB97M-V/def2-TZVPD

```
22
Properties=species:S:1:pos:R:3
C 0.4565 -2.5554 -1.1921
C 0.7525 -1.0829 -0.6446
C -0.3886 -0.1013 -0.1356
C -1.0961 -0.8418 1.0698
C 0.1879 1.2039 0.2951
N 1.1812 1.7030 -0.7116
C -0.7394 2.2014 0.9326
O -1.1336 3.1457 -0.0194
H 0.9912 -2.8454 -2.1109
H 0.6566 -3.1736 -0.4079
H -0.6412 -2.5511 -1.6597
H 1.2955 -0.5787 -1.5219
H 1.4348 -1.1699 0.1754
H -1.2068 -0.0403 -0.9390
H -0.3814 -1.4607 1.7821
H -1.8790 -1.5335 0.8960
H -1.3646 -0.1362 1.7985
H 0.8694 1.0121 1.1357
H 1.7634 2.4317 -0.4050
H 0.7274 2.0582 -1.5630
H -1.5000 1.7116 1.4785
H 0.0147 2.6034 1.7469
```

Values from the calculation:
2S+1: 1
Energy above the lowest of the compared OMol25 structures with the same formula, charge and spin: 2.141 eV
Charge: -1
Gap between HOMO and LUMO: 6.02 eV

Just the Mulliken charges please, in e? Sure, here they are: C -1.0950; C -0.6648; C 0.6265; C -1.4908; C -0.1850; N -0.5551; C -0.6156; O -0.9320; H 0.3324; H 0.3036; H 0.2430; H 0.2897; H 0.3922; H 0.1765; H 0.2565; H 0.3892; H 0.4120; H 0.2777; H 0.2244; H 0.2225; H 0.2741; H 0.1178

---

Formula: C6H14NO
Source: the OMol25 dataset
Level of theory: ωB97M-V/def2-TZVPD

```
22
Properties=species:S:1:pos:R:3
C -0.0031 -0.3623 -0.3336
C -0.0896 1.0399 -0.9074
C -0.6329 2.0325 0.1652
O -1.8406 1.6957 0.6570
C 0.3741 -1.4517 -1.3781
N 1.8526 -2.3229 -0.6753
C -1.1070 0.1934 3.3197
C 1.9083 -1.4069 -1.6862
H -0.9237 -0.5525 0.2213
H 0.8144 -0.3793 0.3868
H -0.7355 1.1719 -1.7800
H 0.9265 1.3972 -1.1362
H -0.6291 3.0222 -0.3631
H 0.1660 2.1318 0.9500
H -0.0271 -2.4445 -1.1396
H -0.1191 -1.2029 -2.3240
H -0.1709 -0.3472 3.1664
H -1.2879 0.8586 2.4521
H -1.0428 0.8153 4.2117
H 2.3801 -0.4266 -1.5655
H 2.2190 -1.8442 -2.6550
H -1.9136 -0.5388 3.3221
```

Values from the calculation:
2S+1: 1
Energy above the lowest of the compared OMol25 structures with the same formula, charge and spin: 4.645 eV
Charge: -1
Gap between HOMO and LUMO: 5.96 eV

Just the Mulliken charges please, in e? Sure, here they are: C -0.6266; C -0.4885; C -0.7456; O -0.8993; C -0.4939; N -0.5105; C -0.9249; C -0.3211; H 0.3522; H 0.2430; H 0.3651; H 0.1971; H 0.3258; H 0.2358; H 0.3326; H 0.4624; H 0.1946; H 0.1857; H 0.3244; H 0.2480; H 0.3120; H 0.2313

---

Formula: C6H14NO
Source: the OMol25 dataset
Level of theory: ωB97M-V/def2-TZVPD

```
22
Properties=species:S:1:pos:R:3
N 1.9560 -2.6153 -1.9972
C 1.0085 -1.7135 -1.3395
C 0.3936 -2.1394 0.0834
C 0.1543 -1.0031 1.0245
C -0.9483 0.0289 0.6793
C -0.5100 1.4706 1.1325
C -1.3816 2.5602 0.2179
O -0.8933 3.7583 0.3887
H 2.7314 -3.0110 -1.5228
H 2.4078 -2.1889 -2.8193
H 1.4089 -0.7799 -1.2442
H 0.2450 -1.3476 -1.9796
H 1.0364 -2.7771 0.6074
H -0.4049 -2.7749 -0.1145
H 0.0954 -1.3724 2.1126
H 0.9695 -0.2609 1.1078
H -1.9854 -0.2152 1.1558
H -1.1223 -0.0571 -0.4595
H -0.7442 1.6063 2.2182
H 0.5226 1.6487 1.0020
H -1.5240 2.1030 -0.7513
H -2.4809 2.4454 0.7706
```

Values from the calculation:
2S+1: 1
Energy above the lowest of the compared OMol25 structures with the same formula, charge and spin: 2.347 eV
Charge: -1
Gap between HOMO and LUMO: 5.44 eV

Just the Mulliken charges please, in e? Sure, here they are: N -0.6520; C -0.6513; C -0.9226; C -0.5471; C -0.2241; C -0.8107; C -0.3334; O -0.8370; H 0.1881; H 0.2144; H 0.4645; H 0.3587; H 0.4763; H 0.3661; H 0.3174; H 0.3077; H 0.2771; H 0.0779; H 0.2076; H 0.4631; H 0.2183; H 0.0411

---

| no. | E (eV) |
| --- | --- |
| 1 | -19465.42565 |
| 2 | -56910.76705 |
| 3 | -9984.48274 |
| 4 | -9981.97908 |
| 5 | -9984.27618 |